{
  "formula": "C41H42GeP2RuSi",
  "method": "ωB97M-V with the def2-TZVPD basis set",
  "relative_energy_kcal_mol": 0.0,
  "homo_ev": [-14.3, -14.3],
  "total_charge": 2,
  "e_tot_ha": -4731.09077,
  "lumo_energy_ev": [-6.6, -6.6],
  "orbital_gap_ev": [7.744, 7.744],
  "elements": ["Ru", "C", "Si", "C", "C", "C", "C", "C", "C", "P", "C", "C", "C", "C", "C", "C", "C", "C", "C", "C", "C", "C", "C", "C", "C", "C", "C", "C", "P", "C", "C", "C", "C", "C", "C", "C", "C", "C", "C", "C", "C", "H", "H", "H", "H", "H", "H", "H", "H", "H", "H", "H", "H", "H", "H", "H", "H", "H", "H", "H", "H", "H", "H", "H", "H", "H", "H", "H", "H", "H", "H", "H", "C", "Ge", "C", "C", "C", "H", "H", "H", "H", "H", "H", "H", "H", "H", "H", "H"],
  "coordinates": [[-0.3204, 0.1480, 0.5967], [3.4210, -0.4858, 0.4501], [1.8821, 0.1711, -0.3652], [1.7121, -0.7968, -1.9815], [2.6078, -0.7164, -3.0494], [2.4473, -1.5228, -4.1645], [1.3943, -2.4314, -4.2386], [0.4937, -2.5343, -3.1941], [0.6634, -1.7139, -2.0765], [-0.4460, -1.6708, -0.6717], [-0.5133, -3.2665, 0.1582], [0.1293, -4.3752, -0.3909], [0.0760, -5.6009, 0.2584], [-0.6181, -5.7300, 1.4504], [-1.2472, -4.6268, 2.0142], [-1.1861, -3.3991, 1.3785], [-2.0858, -1.1233, -1.2105], [-2.2271, -0.5265, -2.4703], [-3.4540, -0.0343, -2.8735], [-4.5478, -0.1042, -2.0198], [-4.4196, -0.6770, -0.7620], [-3.1979, -1.1904, -0.3569], [2.2832, 1.9813, -0.7333], [3.5671, 2.4806, -0.9612], [3.7568, 3.8167, -1.2821], [2.6762, 4.6883, -1.3854], [1.3921, 4.2224, -1.1657], [1.2213, 2.8801, -0.8321], [-0.3590, 2.1420, -0.5004], [-1.5106, 2.6326, -1.7826], [-1.0729, 2.4704, -3.1006], [-1.8722, 2.8871, -4.1491], [-3.1114, 3.4623, -3.8874], [-3.5462, 3.6257, -2.5802], [-2.7449, 3.2197, -1.5224], [-0.9858, 2.5791, 1.1282], [-2.1784, 1.9613, 1.5563], [-2.5724, 2.0549, 2.8882], [-1.7856, 2.7527, 3.7886], [-0.6038, 3.3662, 3.3728], [-0.1972, 3.2722, 2.0569], [4.2110, -0.4103, -0.3040], [3.3726, -1.5288, 0.7432], [3.7201, 0.1180, 1.3060], [3.4351, -0.0164, -3.0171], [3.1454, -1.4475, -4.9878], [1.2782, -3.0538, -5.1155], [-0.3350, -3.2298, -3.2565], [0.6863, -4.2872, -1.3142], [0.5803, -6.4559, -0.1710], [-0.6622, -6.6891, 1.9488], [-1.7738, -4.7227, 2.9546], [-1.6479, -2.5443, 1.8549], [-1.3777, -0.4569, -3.1339], [-3.5594, 0.4068, -3.8555], [-5.5074, 0.2804, -2.3396], [-5.2751, -0.7393, -0.1031], [-3.1252, -1.6748, 0.6066], [4.4316, 1.8320, -0.8906], [4.7580, 4.1873, -1.4593], [2.8411, 5.7271, -1.6370], [0.5428, 4.8897, -1.2510], [-0.0992, 2.0363, -3.3047], [-1.5277, 2.7753, -5.1685], [-3.7333, 3.7969, -4.7071], [-4.5044, 4.0859, -2.3806], [-3.0840, 3.3798, -0.5062], [-2.8243, 1.4513, 0.8448], [-3.4948, 1.5918, 3.2116], [-2.0935, 2.8286, 4.8232], [-0.0036, 3.9187, 4.0834], [0.7323, 3.7279, 1.7378], [2.2135, -3.1781, 2.5587], [1.8490, -1.4343, 3.3387], [3.4206, -0.5143, 4.0272], [0.5806, -1.7175, 4.8057], [0.6758, -0.1883, 2.2836], [2.8877, -3.6914, 3.2467], [2.6811, -3.1714, 1.5794], [1.2895, -3.7539, 2.5010], [3.5907, -0.8503, 5.0502], [3.2708, 0.5656, 4.0513], [4.3148, -0.7331, 3.4471], [1.0414, -2.3663, 5.5515], [-0.3259, -2.2091, 4.4480], [0.3067, -0.7834, 5.2964], [0.5301, 0.7035, 2.9087], [-0.3524, -0.7427, 2.3045]],
  "forces_ev_per_angstrom": [[-0.4, 0.0, 0.4], [0.0, 0.1, 0.0], [0.1, 0.0, -0.1], [-0.1, 0.0, 0.0], [0.0, 0.0, 0.0], [0.0, 0.0, 0.0], [0.0, 0.0, 0.0], [0.0, 0.1, 0.0], [-0.1, 0.0, 0.0], [0.3, -0.1, 0.0], [-0.1, 0.0, 0.1], [0.0, 0.0, 0.0], [0.0, 0.0, 0.0], [0.0, 0.0, 0.0], [0.0, 0.0, 0.0], [0.0, 0.0, -0.1], [0.1, 0.1, 0.0], [-0.1, 0.0, 0.0], [0.0, 0.0, 0.0], [0.0, 0.0, 0.0], [0.0, 0.0, 0.0], [0.1, 0.0, 0.1], [0.0, 0.0, 0.0], [0.0, 0.0, 0.0], [0.0, 0.0, 0.0], [0.0, 0.0, 0.0], [0.0, 0.0, 0.0], [0.0, 0.0, 0.0], [-0.1, 0.1, -0.1], [0.1, 0.0, -0.1], [0.0, 0.0, 0.0], [0.0, 0.0, 0.0], [0.0, 0.0, 0.0], [0.0, 0.0, 0.0], [-0.1, -0.1, 0.1], [0.1, -0.1, 0.1], [0.0, -0.1, 0.0], [0.0, 0.0, 0.0], [0.0, 0.0, 0.0], [0.0, 0.0, 0.0], [0.0, 0.0, -0.1], [0.0, 0.0, 0.0], [0.0, 0.0, 0.0], [0.0, 0.0, 0.0], [0.0, 0.0, 0.0], [0.0, 0.0, 0.0], [0.0, 0.0, 0.0], [0.0, 0.0, 0.0], [0.0, 0.0, 0.0], [0.0, 0.0, 0.0], [0.0, 0.0, 0.0], [0.0, 0.0, 0.0], [-0.1, 0.0, 0.0], [0.1, 0.0, 0.0], [0.0, 0.0, 0.0], [0.0, 0.0, 0.0], [0.0, 0.0, 0.0], [0.0, 0.0, 0.0], [0.0, 0.0, 0.0], [0.0, 0.0, 0.0], [0.0, 0.0, 0.0], [0.0, 0.0, 0.0], [0.0, 0.0, 0.0], [0.0, 0.0, 0.0], [0.0, 0.0, 0.0], [0.0, 0.0, 0.0], [0.0, 0.0, 0.0], [0.0, 0.0, 0.0], [0.0, 0.0, 0.0], [0.0, 0.0, 0.0], [0.0, 0.0, 0.0], [0.0, 0.0, 0.0], [-0.1, -0.1, 0.0], [0.0, 0.1, 0.1], [0.0, 0.0, -0.1], [0.0, 0.0, 0.0], [0.0, 0.0, -0.2], [0.0, 0.0, 0.0], [0.0, 0.0, 0.0], [0.1, 0.0, 0.0], [0.0, 0.0, 0.0], [0.0, 0.0, 0.0], [0.0, 0.0, 0.0], [0.0, 0.0, 0.0], [0.0, 0.0, 0.0], [0.0, 0.0, 0.0], [0.0, 0.0, 0.0], [0.0, -0.1, -0.1]],
  "mulliken_charge": [-1.03, -1.62, 2.33, 0.52, -0.72, -0.85, -0.95, -0.05, -0.90, 1.91, 1.60, -0.68, -0.79, -0.65, -1.15, -0.48, 0.42, -0.29, -0.86, -0.67, -0.91, -0.30, 0.57, -0.60, -0.71, -0.88, -0.84, -0.79, 2.79, 0.57, -0.61, -0.71, -0.68, -0.73, -0.55, -0.09, 0.05, -0.97, -0.70, -0.83, -0.81, 0.48, 0.39, 0.29, 0.46, 0.46, 0.47, 0.62, 0.36, 0.47, 0.43, 0.42, 0.06, 0.32, 0.58, 0.45, 0.52, 0.38, 0.42, 0.48, 0.46, 0.57, 0.47, 0.46, 0.44, 0.49, 0.53, 0.37, 0.52, 0.46, 0.49, 0.43, -0.90, 0.82, -1.25, -1.30, -0.18, 0.56, 0.34, 0.15, 0.45, 0.40, 0.39, 0.44, 0.33, 0.38, 0.60, -0.33]
}